Below is 3 unconnected molecules or ions with the total composition C20H40O8, with properties calculated with ωB97M-V/def2-TZVPD.

## Properties
- LUMO energy: 0.55 eV
- SMILES: COC[C@H](CCCCCCOC(C)=O)OC.CCOC(C)=O.CCOC(C)=O
- E: -1387.95471 a.u.
- Relative energy (zero: lowest compared OMol25 entry of this formula, charge and spin): 0.0 kJ/mol

CARTESIAN COORDINATES (ANGSTROEM)
1 C -3.1471 6.2164 -1.9443
2 O -2.9977 5.4576 -0.7657
3 C -3.0981 4.0600 -0.9542
4 C -1.7488 3.3797 -0.8086
5 C -1.0199 3.7026 0.4882
6 C -1.7392 3.2235 1.7495
7 C -1.6199 1.7094 1.9680
8 C -0.4481 1.2326 2.8360
9 C 0.8890 1.0738 2.1075
10 C 1.7295 2.3514 2.0086
11 O 3.0461 2.1794 2.5710
12 C 3.1482 2.3228 3.9032
13 C 4.5782 2.2274 4.3534
14 O 2.2035 2.5140 4.6242
15 O -0.9205 3.7837 -1.8980
16 C -0.5216 2.7717 -2.7962
17 H -3.1000 7.2638 -1.6528
18 H -4.1179 6.0262 -2.4181
19 H -2.3497 6.0060 -2.6631
20 H -3.4892 3.8313 -1.9521
21 H -3.8077 3.6690 -0.2194
22 H -1.9177 2.2955 -0.8666
23 H -0.8372 4.7786 0.5130
24 H -0.0470 3.2126 0.4115
25 H -1.3468 3.7541 2.6211
26 H -2.7934 3.5022 1.6890
27 H -1.5523 1.2070 0.9973
28 H -2.5405 1.3405 2.4261
29 H -0.7292 0.2609 3.2465
30 H -0.2973 1.9007 3.6897
31 H 0.7041 0.6666 1.1123
32 H 1.5021 0.3389 2.6338
33 H 1.9195 2.6478 0.9798
34 H 1.2410 3.1809 2.5195
35 H 5.1149 1.4746 3.7807
36 H 5.0623 3.1897 4.1816
37 H 4.6099 1.9935 5.4131
38 H -1.1722 1.8940 -2.7323
39 H 0.5063 2.4545 -2.5881
40 H -0.5642 3.1626 -3.8137
41 C 0.5021 -1.7543 -4.2758
42 C 0.9143 -0.6275 -3.3529
43 O 0.0023 -0.4608 -2.2596
44 C 0.0774 -1.2046 -1.1305
45 C 1.0243 -2.3731 -1.0588
46 O -0.6621 -0.9198 -0.2261
47 H 0.5281 -2.7181 -3.7675
48 H 1.1786 -1.8022 -5.1300
49 H -0.5100 -1.5864 -4.6439
50 H 1.9325 -0.7557 -2.9849
51 H 0.8778 0.3276 -3.8755
52 H 0.4826 -3.2755 -1.3431
53 H 1.3430 -2.4884 -0.0271
54 H 1.9014 -2.2968 -1.6932
55 C -1.5425 -7.1586 -0.2665
56 C -0.2324 -7.5416 -0.9199
57 O 0.6480 -6.4181 -1.0648
58 C 1.4585 -5.9902 -0.0725
59 C 1.3396 -6.5876 1.3081
60 O 2.2191 -5.0922 -0.3137
61 H -1.3966 -6.8090 0.7556
62 H -2.2104 -8.0201 -0.2392
63 H -2.0267 -6.3632 -0.8327
64 H 0.2684 -8.3518 -0.3896
65 H -0.3983 -7.8797 -1.9412
66 H 0.6531 -5.9640 1.8822
67 H 2.3176 -6.5342 1.7782
68 H 0.9790 -7.6113 1.3336

Cartesian forces (eV/Å) of the 3 atoms listed first:
0.04 0.01 -0.02
-0.11 0.02 0.07
0.03 0.05 -0.05

natural (NBO) atomic charge list, values in e, 4 entries: -0.24, -0.55, -0.08, 0.08

***

Below is 2 unconnected molecules or ions with the total composition C29H45Br2N4O5 at a distorted geometry, with properties calculated with ωB97M-V/def2-TZVPD.

## Properties
- LUMO energy: -4.51 eV
- E: -6874.92336 a.u.
- Charge: +1

CARTESIAN COORDINATES (ANGSTROEM)
1 C -3.7631 3.0850 0.6876
2 C -5.1396 2.4895 0.4247
3 O -6.1072 2.8882 1.0203
4 O -5.2863 1.5096 -0.5423
5 C -5.1430 0.1986 -0.0040
6 C -4.8162 -0.8371 -1.0989
7 C -3.9112 -0.3107 -2.2427
8 C -2.3941 -0.5514 -2.0605
9 C -1.9369 -0.3911 -0.5911
10 N -0.4622 -0.3659 -0.4315
11 C 0.0639 0.8259 0.2766
12 C 0.8156 0.5497 1.5813
13 O -0.0167 0.5708 2.7691
14 C -1.2205 0.1658 2.5611
15 N -2.2837 -0.3076 2.4513
16 C 1.7430 -0.7070 1.4881
17 C 3.1807 -0.1744 1.5569
18 C 1.4664 -1.7287 2.6582
19 C 2.3348 -1.5857 3.9165
20 C 2.0662 -0.3542 4.7976
21 C 2.5358 -0.5111 6.2464
22 C 2.3673 0.5554 7.1172
23 C 2.7420 0.4269 8.4243
24 C 3.2749 -0.7294 8.9416
25 C 3.4662 -1.7861 8.0835
26 C 3.0890 -1.6556 6.7652
27 N 1.4736 -1.4880 0.2391
28 C 2.3829 -1.2215 -0.9029
29 C 1.9441 -1.9696 -2.2001
30 C 1.1851 -1.1029 -3.2215
31 C 1.9212 0.1916 -3.6253
32 O 1.7902 0.4279 -5.0348
33 C 0.4811 0.5485 -5.4241
34 O -0.0300 -0.3405 -6.0609
35 C 0.0994 -1.5001 -0.1096
36 N -0.5514 -2.6889 -0.1467
37 H -3.8713 4.1696 0.6694
38 H -3.0051 2.7595 -0.0315
39 H -3.4490 2.7795 1.6906
40 H -6.1149 -0.0848 0.4160
41 H -4.3612 0.1324 0.7664
42 H -4.3506 -1.7341 -0.6741
43 H -5.7473 -1.1768 -1.5622
44 H -4.2004 -0.8689 -3.1403
45 H -4.0991 0.7364 -2.4870
46 H -1.8831 0.2618 -2.6019
47 H -2.0416 -1.4808 -2.5182
48 H -2.3996 0.5354 -0.2464
49 H -2.4298 -1.1779 -0.0253
50 H 0.8004 1.2967 -0.3897
51 H -0.6903 1.6002 0.4285
52 H 1.4638 1.4214 1.6993
53 H 3.9222 -0.9653 1.4317
54 H 3.3643 0.5803 0.7808
55 H 3.3500 0.3536 2.4954
56 H 0.3970 -1.8174 2.8842
57 H 1.7416 -2.6968 2.2233
58 H 2.0950 -2.4537 4.5416
59 H 3.4067 -1.6910 3.7169
60 H 0.9762 -0.2574 4.8752
61 H 2.4915 0.5825 4.4225
62 H 1.9360 1.4856 6.7590
63 H 2.5792 1.2687 9.0922
64 H 3.5518 -0.8605 9.9810
65 H 3.8720 -2.7366 8.4111
66 H 3.2467 -2.5228 6.1297
67 H 3.3984 -1.5726 -0.7210
68 H 2.4159 -0.1362 -1.0815
69 H 2.8598 -2.2991 -2.7045
70 H 1.4185 -2.8992 -1.9593
71 H 1.0993 -1.7016 -4.1366
72 H 0.1582 -0.9164 -2.8973
73 H 1.4766 1.0656 -3.1235
74 H 2.9840 0.0907 -3.4020
75 H -0.1442 1.4329 -5.2013
76 H -1.1656 -2.9462 0.6135
77 H -0.4004 -3.3861 -0.8563
78 Br 0.9385 4.5727 -10.0438
79 C 0.4745 2.8652 -9.2372
80 C -1.0072 2.7513 -8.9969
81 Br -1.5630 3.7895 -7.4439
82 H 1.0597 2.7772 -8.3270
83 H 0.8024 2.1126 -9.9513
84 H -1.2783 1.7232 -8.7643
85 H -1.6020 3.0989 -9.8355

Cartesian forces (eV/Å) of the 3 atoms listed first:
-0.07 -0.53 -0.25
-1.30 0.52 0.57
0.88 -0.33 -0.48

Löwdin atomic charge list, values in e, 4 entries: 0.02, -0.49, 0.15, -0.04

***

Below is a gas-phase ion, C2H7N2S (charge +1) at a distorted geometry, with properties calculated with ωB97M-V/def2-TZVPD.

## Properties
- LUMO energy: -4.11 eV
- SMILES: CS/[NH+]=C/N
- E: -587.81327 a.u.
- Relative energy (zero: lowest compared OMol25 entry of this formula, charge and spin): 149.0 kJ/mol
- Charge: +1

CARTESIAN COORDINATES (ANGSTROEM)
1 C 2.3820 -0.5275 -0.0652
2 S 1.3392 0.9290 0.0608
3 N -0.1799 0.2035 0.0474
4 C -1.3292 0.8296 -0.0437
5 N -2.4800 0.1320 0.0090
6 H 3.3273 -0.0543 -0.0862
7 H 2.0346 -1.0537 -0.8710
8 H 2.4197 -1.2165 0.7300
9 H -0.3405 -0.7084 0.3931
10 H -1.2109 1.9112 -0.3684
11 H -3.4017 0.3415 -0.2762
12 H -2.5606 -0.7865 0.4704

Cartesian forces (eV/Å) of the 3 atoms listed first:
-0.75 1.38 1.12
1.05 0.63 0.71
-2.21 0.41 0.60

natural (NBO) atomic charge list, values in e, 4 entries: -0.73, 0.48, -0.65, 0.38

***

Below is a molecular structure, C17H35O3P3Zr at a distorted geometry, with properties calculated with ωB97M-V/def2-TZVPD.

## Properties
- LUMO energy: -15.66 eV
- E: -1964.00770 a.u.
- Relative energy (zero: lowest compared OMol25 entry of this formula, charge and spin): 0.0 kJ/mol
- Charge: +4

CARTESIAN COORDINATES (ANGSTROEM)
1 P 2.7407 -0.6622 0.0135
2 C 3.4410 -0.9510 1.6792
3 H 4.5365 -0.9880 1.6211
4 H 3.0743 -1.9070 2.0698
5 H 3.1409 -0.1382 2.3484
6 C 3.4000 -2.1730 -0.7670
7 H 3.3343 -2.1028 -1.8602
8 H 2.7923 -3.0200 -0.4116
9 H 4.4497 -2.3370 -0.4779
10 C 3.8975 0.6276 -0.5425
11 H 4.9351 0.2540 -0.5513
12 H 3.8345 1.4943 0.1345
13 H 3.6135 0.9420 -1.5598
14 P -0.7532 2.7057 -0.4342
15 C -0.8083 3.7648 1.0487
16 H -1.3253 4.7030 0.7987
17 H 0.2085 3.9918 1.3903
18 H -1.3554 3.2524 1.8497
19 C 0.1727 3.8187 -1.5329
20 H 0.0697 3.4934 -2.5767
21 H 1.2314 3.7905 -1.2403
22 H -0.2064 4.8453 -1.4297
23 C -2.4775 2.9087 -0.9824
24 H -2.6886 3.9693 -1.1894
25 H -3.1631 2.5517 -0.2010
26 H -2.6371 2.3184 -1.8978
27 P -1.9972 -1.9729 0.0364
28 C -2.8105 -2.2736 1.6481
29 H -3.3907 -3.2047 1.5841
30 H -3.4888 -1.4489 1.8904
31 H -2.0797 -2.3820 2.4600
32 C -3.4892 -1.9648 -1.0044
33 H -4.1867 -2.7586 -0.6914
34 H -3.2222 -2.1194 -2.0597
35 H -3.9842 -0.9886 -0.8893
36 C -1.3529 -3.6673 -0.2112
37 H -2.1816 -4.3912 -0.2628
38 H -0.6893 -3.9651 0.6158
39 H -0.7861 -3.7017 -1.1531
40 Zr 0.0057 0.0498 -0.2769
41 C 1.1625 1.3513 1.1190
42 O 1.6667 1.9218 2.0083
43 C -1.6164 0.6049 1.1167
44 O -2.3404 0.8961 2.0092
45 C -1.2953 -0.3196 -3.3930
46 C -0.6460 -1.5565 -3.2385
47 C 0.7547 -1.6053 -3.1860
48 C 1.5109 -0.4276 -3.2976
49 C 0.8564 0.8083 -3.4476
50 C -0.5460 0.8638 -3.5032
51 H -2.3947 -0.2777 -3.4091
52 H -1.2324 -2.4910 -3.1960
53 H 1.2633 -2.5709 -3.0347
54 H 2.6130 -0.4724 -3.3060
55 H 1.4478 1.7346 -3.5089
56 H -1.0588 1.8254 -3.6788
57 O 0.4157 -1.5310 1.8212
58 H 0.5350 -2.4793 1.5982
59 H -0.1881 -1.4815 2.6005

Cartesian forces (eV/Å) of the 3 atoms listed first:
2.51 -0.29 0.63
-1.00 0.11 0.53
-0.27 0.08 -0.23

natural (NBO) atomic charge list, values in e, 4 entries: 0.91, -0.91, 0.30, 0.26